[1]
Here is a structure of composition C24H50Br20ClFInO4S2 at a distorted geometry from the OMol25 dataset. Energies are from ωB97M-V/def2-TZVPD.

Positions of all 103 atoms, in Å:
O 3.743 -4.726 1.620
S 3.951 -3.597 0.765
O 5.265 -3.005 0.864
Cl 3.636 -4.242 -1.127
C 2.787 -2.269 1.106
C 1.895 -1.956 -0.091
C 0.975 -0.763 0.269
C -0.486 -0.996 -0.125
In -1.476 -2.255 1.395
S -2.050 -4.535 0.314
O -1.320 -5.570 1.024
O -3.462 -4.815 0.169
F -1.428 -4.589 -1.203
H 2.230 -2.562 1.996
H 3.390 -1.386 1.312
H 1.296 -2.810 -0.407
H 2.548 -1.633 -0.904
H 1.388 0.163 -0.150
H 1.011 -0.637 1.358
H -1.010 -0.035 -0.100
H -0.586 -1.404 -1.133
H -0.277 -2.560 2.643
H -2.867 -1.469 2.046
Br -5.037 -2.012 4.265
C -5.198 -0.313 5.191
C -5.712 0.782 4.297
Br -4.334 1.422 3.089
H -4.217 -0.082 5.593
H -5.892 -0.488 6.010
H -5.992 1.645 4.897
H -6.553 0.469 3.687
Br 0.701 -4.242 -3.434
C -0.011 -6.018 -3.728
C 0.827 -6.815 -4.689
Br 0.562 -6.258 -6.539
H -1.034 -5.891 -4.067
H -0.013 -6.492 -2.748
H 0.541 -7.864 -4.662
H 1.889 -6.720 -4.487
Br 0.277 -8.624 -11.644
C 1.576 -7.213 -11.328
C 1.293 -6.455 -10.058
Br -0.200 -5.228 -10.262
H 1.560 -6.574 -12.204
H 2.539 -7.715 -11.258
H 2.146 -5.834 -9.794
H 1.050 -7.109 -9.228
Br 4.809 0.452 -0.756
C 6.612 -0.251 -0.615
C 7.507 0.642 0.199
Br 8.050 2.227 -0.795
H 6.972 -0.392 -1.629
H 6.502 -1.220 -0.129
H 8.430 0.125 0.449
H 7.028 0.995 1.106
Br 6.058 5.361 -3.097
C 6.790 6.626 -1.818
C 7.302 5.929 -0.585
Br 5.858 5.348 0.569
H 6.001 7.338 -1.597
H 7.603 7.131 -2.335
H 7.902 6.612 0.013
H 7.885 5.045 -0.821
Br 4.744 9.131 -6.374
C 4.320 7.250 -6.108
C 2.930 7.056 -5.565
Br 2.820 7.496 -3.677
H 5.080 6.850 -5.444
H 4.410 6.790 -7.089
H 2.644 6.008 -5.636
H 2.194 7.670 -6.073
Br -4.054 0.503 8.521
C -3.062 2.109 8.054
C -3.900 3.352 8.174
Br -5.172 3.512 6.715
H -2.694 1.958 7.044
H -2.223 2.152 8.746
H -3.267 4.235 8.108
H -4.480 3.381 9.091
Br -4.888 -10.465 2.394
C -5.496 -8.718 3.010
C -5.257 -7.636 1.990
Br -3.408 -7.071 1.874
H -4.975 -8.522 3.942
H -6.559 -8.845 3.205
H -5.812 -6.743 2.272
H -5.552 -7.946 0.992
Br -5.146 5.397 2.688
C -4.635 5.857 0.869
C -5.304 4.977 -0.154
Br -4.505 3.212 -0.234
H -3.553 5.787 0.822
H -4.943 6.892 0.735
H -5.176 5.402 -1.147
H -6.361 4.836 0.049
Br -2.586 7.064 7.398
C -2.235 7.333 5.502
C -2.827 6.240 4.652
Br -1.799 4.600 4.752
H -1.157 7.402 5.394
H -2.690 8.290 5.259
H -2.812 6.530 3.604
H -3.842 5.988 4.943

LUMO level = 0.0516 Ha
HOMO-LUMO gap = 7.10 eV
Total charge = -1
Spin multiplicity = 1

Mulliken population analysis, charges in e, atoms 1 to 99:
1 O -0.5921
2 S 1.0593
3 O -0.6062
4 Cl -0.1641
5 C -0.5072
6 C -0.3534
7 C -0.7492
8 C -1.3483
9 In 0.7763
10 S 0.8328
11 O -0.6908
12 O -0.6005
13 F -0.1944
14 H 0.3465
15 H 0.3196
16 H 0.2301
17 H 0.4582
18 H 0.3234
19 H 0.3989
20 H 0.4792
21 H 0.3577
22 H -0.4351
23 H -0.3222
24 Br -0.1353
25 C -0.3951
26 C -0.4424
27 Br -0.0254
28 H 0.1499
29 H 0.3639
30 H 0.0334
31 H 0.4340
32 Br -0.1308
33 C -0.5991
34 C -0.5900
35 Br -0.1353
36 H 0.3811
37 H 0.3343
38 H 0.3903
39 H 0.3532
40 Br -0.1462
41 C -0.5864
42 C -0.5946
43 Br -0.1200
44 H 0.3849
45 H 0.3519
46 H 0.3821
47 H 0.2807
48 Br -0.1241
49 C -0.4024
50 C -0.5878
51 Br -0.1561
52 H 0.4005
53 H 0.1575
54 H 0.3711
55 H 0.3883
56 Br -0.1163
57 C -0.6044
58 C -0.3433
59 Br -0.0945
60 H 0.3706
61 H 0.3564
62 H 0.3541
63 H 0.0490
64 Br -0.1406
65 C -0.3289
66 C -0.5858
67 Br -0.1316
68 H 0.1007
69 H 0.3442
70 H 0.3454
71 H 0.3891
72 Br -0.1486
73 C -0.6086
74 C -0.2575
75 Br -0.0754
76 H 0.2935
77 H 0.4066
78 H 0.0135
79 H 0.4090
80 Br -0.1798
81 C -0.5253
82 C -0.6348
83 Br 0.0034
84 H 0.3291
85 H 0.3619
86 H 0.3112
87 H 0.3440
88 Br -0.0738
89 C -0.6472
90 C -0.5903
91 Br -0.1191
92 H 0.3901
93 H 0.3848
94 H 0.3499
95 H 0.3553
96 Br -0.1706
97 C -0.6257
98 C -0.4805
99 Br -0.0783

***

[2]
Here is the ion C7H12N3 with charge +1 at a distorted geometry from the OMol25 dataset. Energies are from ωB97M-V/def2-TZVPD.

Positions of all 22 atoms, in Å:
C -2.305 1.161 0.020
N -1.411 1.005 0.993
C -0.406 0.106 0.979
C -0.293 -1.014 0.196
C -1.296 -1.615 -0.792
C 0.985 -1.767 0.132
C 2.194 -1.178 0.265
N 2.385 0.091 0.515
C 1.746 1.180 0.285
N 1.379 1.689 -0.890
H -2.810 2.149 0.031
H -2.566 0.274 -0.558
H -1.207 1.941 1.373
H 0.154 0.036 1.912
H -2.179 -1.828 -0.078
H -0.849 -2.485 -1.304
H -1.614 -1.039 -1.606
H 0.857 -2.814 0.017
H 2.983 -1.786 0.234
H 1.849 2.022 1.095
H 1.168 2.727 -1.118
H 1.236 1.144 -1.701

LUMO level = -0.1881 Ha
HOMO-LUMO gap = 6.21 eV
Total charge = +1
Spin multiplicity = 1
Relative energy (zero: lowest compared OMol25 entry of this formula, charge and spin) = 504.3 kJ/mol

How is the electron density shared among the atoms? According to natural (NBO), the charges in e are:
1 C -0.0422
2 N -0.3852
3 C -0.2075
4 C 0.1520
5 C -0.6787
6 C -0.3959
7 C 0.1238
8 N -0.4878
9 C 0.3556
10 N -0.7860
11 H 0.2263
12 H 0.2260
13 H 0.4351
14 H 0.2489
15 H 0.2416
16 H 0.2593
17 H 0.2318
18 H 0.2359
19 H 0.2138
20 H 0.2014
21 H 0.4274
22 H 0.4043

***

[3]
Here is a structure of composition C35H48F9N4O4PSi2 from the OMol25 dataset. Energies are from ωB97M-V/def2-TZVPD.

Positions of all 103 atoms, in Å:
C 2.316 2.100 4.613
C 1.283 1.518 4.456
C 0.016 0.829 4.261
C -0.826 1.446 3.129
C -1.938 0.489 2.646
Si -2.049 0.291 0.786
C -2.978 1.742 0.047
C -2.236 3.076 0.168
C -2.686 4.131 -0.873
C -3.396 5.336 -0.255
C -4.652 4.947 0.522
C -5.627 6.112 0.679
C -0.334 0.220 0.031
C 0.542 -0.877 0.653
C 2.005 -0.516 0.757
F 2.168 0.749 1.208
F 2.599 -1.339 1.682
C 2.811 -0.655 -0.581
F 1.937 -0.733 -1.614
F 3.595 0.420 -0.791
C 3.701 -1.924 -0.669
F 4.070 -2.055 -1.963
F 2.968 -3.001 -0.339
C 5.022 -1.877 0.193
F 5.045 -0.832 1.021
F 5.126 -2.999 0.913
F 6.087 -1.791 -0.609
O -2.730 -1.200 0.421
Si -4.339 -1.481 0.260
C -5.116 -2.242 1.792
C -6.602 -2.380 1.538
C -7.142 -3.769 1.440
N -7.394 -1.397 1.401
P -4.526 -2.887 -1.501
O -3.839 -2.278 -2.648
O -6.076 -3.212 -1.772
O -3.955 -4.338 -1.116
H 3.246 2.569 4.802
H -0.541 0.913 5.192
H 0.219 -0.221 4.065
H -0.147 1.754 2.337
H -1.267 2.355 3.526
H -1.795 -0.478 3.127
H -2.889 0.873 3.015
H -3.231 1.511 -0.988
H -3.932 1.836 0.568
H -2.415 3.490 1.156
H -1.164 2.944 0.057
H -1.820 4.466 -1.438
H -3.372 3.677 -1.584
H -3.691 6.002 -1.064
H -2.698 5.853 0.402
H -5.157 4.129 0.008
H -4.380 4.568 1.506
H -5.875 6.507 -0.302
H -5.175 6.903 1.270
H -6.544 5.785 1.160
H -0.498 -0.002 -1.023
H 0.154 1.188 0.059
H 0.241 -1.074 1.680
H 0.457 -1.804 0.099
H -5.137 -0.301 -0.120
H -4.702 -3.227 1.999
H -4.965 -1.626 2.678
H -6.670 -4.324 0.632
H -8.208 -3.719 1.260
H -6.967 -4.285 2.381
H -6.901 -0.509 1.509
H -6.524 -2.403 -2.053
H -3.975 -4.465 -0.159
N -4.379 0.651 6.389
C -3.825 1.590 7.152
C -2.958 1.317 8.200
C -2.650 -0.006 8.474
C -3.220 -0.996 7.690
C -4.073 -0.615 6.665
H -4.092 2.613 6.910
H -2.537 2.124 8.784
H -1.978 -0.260 9.283
H -3.009 -2.042 7.866
H -4.535 -1.360 6.026
N 8.308 -1.151 -4.835
C 9.619 -1.277 -5.034
C 10.496 -1.780 -4.085
C 9.984 -2.172 -2.859
C 8.623 -2.045 -2.635
C 7.831 -1.532 -3.651
H 9.982 -0.958 -6.006
H 11.551 -1.861 -4.305
H 10.635 -2.569 -2.091
H 8.182 -2.338 -1.695
H 6.761 -1.420 -3.514
N 5.306 -0.740 -10.175
C 5.806 0.188 -9.362
C 6.630 -0.096 -8.283
C 6.954 -1.419 -8.030
C 6.440 -2.397 -8.866
C 5.625 -2.007 -9.919
H 5.529 1.212 -9.590
H 7.005 0.699 -7.653
H 7.591 -1.673 -7.194
H 6.662 -3.443 -8.707
H 5.205 -2.744 -10.595

LUMO level = 0.0072 Ha
HOMO-LUMO gap = 9.55 eV
Spin multiplicity = 1

Mulliken population analysis, charges in e, atoms 1 to 99:
1 C -0.1108
2 C -0.7003
3 C -0.4695
4 C -0.7811
5 C -0.7306
6 Si -0.9189
7 C -0.6832
8 C -0.0886
9 C -1.1499
10 C -0.7986
11 C -0.0096
12 C -1.4732
13 C -0.8460
14 C -1.2999
15 C 0.9322
16 F -0.3438
17 F -0.3772
18 C 0.4067
19 F -0.3212
20 F -0.3137
21 C 0.5509
22 F -0.2950
23 F -0.2956
24 C 0.7560
25 F -0.2410
26 F -0.2760
27 F -0.2323
28 O 0.0236
29 Si -0.0212
30 C -0.7386
31 C 0.7621
32 C -1.2772
33 N -0.8048
34 P 1.0159
35 O -0.6743
36 O -0.4671
37 O -0.5437
38 H 0.4390
39 H 0.3096
40 H 0.4077
41 H 0.2782
42 H 0.6025
43 H 0.5825
44 H 0.6883
45 H 0.6460
46 H 0.4329
47 H 0.1842
48 H 0.3188
49 H 0.3325
50 H 0.4098
51 H 0.4411
52 H 0.2746
53 H 0.2528
54 H 0.2516
55 H 0.3649
56 H 0.3337
57 H 0.3879
58 H 0.7019
59 H 0.6924
60 H 0.3986
61 H 0.5538
62 H -0.1741
63 H 0.3754
64 H 0.4181
65 H 0.2587
66 H 0.3685
67 H 0.3516
68 H 0.2698
69 H 0.3331
70 H 0.3577
71 N -0.5453
72 C -0.1979
73 C -0.3507
74 C -0.2303
75 C -0.3905
76 C -0.1677
77 H 0.3699
78 H 0.3704
79 H 0.3877
80 H 0.3712
81 H 0.3834
82 N -0.3285
83 C -0.1434
84 C -0.4923
85 C -0.3659
86 C -0.2880
87 C -0.3557
88 H 0.3571
89 H 0.3677
90 H 0.3798
91 H 0.4024
92 H 0.4872
93 N -0.5551
94 C -0.3175
95 C -0.2598
96 C 0.1267
97 C -0.5129
98 C -0.1920
99 H 0.3342

***

[4]
Here is a structure of composition C11H17Br3Cl4O4 at a distorted geometry from the OMol25 dataset. Energies are from ωB97M-V/def2-TZVPD.

Positions of all 39 atoms, in Å:
O 0.266 3.139 -6.276
C -0.238 3.001 -5.162
O 0.380 3.256 -3.990
C -0.451 2.990 -2.860
C -1.686 2.352 -3.432
C -1.699 2.716 -4.895
H -0.667 3.923 -2.340
H 0.046 2.249 -2.234
H -2.638 2.704 -3.034
H -1.633 1.296 -3.168
H -2.232 3.648 -5.085
H -2.066 1.884 -5.495
O 0.631 -2.235 4.217
C 1.504 -1.859 4.974
O 2.782 -2.427 5.030
C 3.665 -1.713 5.893
C 2.790 -0.681 6.630
C 1.386 -0.732 6.014
H 4.331 -1.129 5.257
H 4.145 -2.382 6.607
H 3.203 0.303 6.410
H 2.863 -0.732 7.716
H 1.122 0.219 5.551
H 0.644 -1.042 6.749
C -3.842 -0.255 -1.802
Cl -4.134 1.257 -0.890
Cl -4.048 0.029 -3.545
H -2.814 -0.516 -1.549
H -4.447 -1.095 -1.462
C 1.046 -2.166 -3.416
Cl -0.047 -1.036 -4.247
Cl 2.682 -2.235 -4.160
H 1.118 -1.837 -2.379
H 0.741 -3.207 -3.306
C -0.472 -1.509 0.860
Br -2.394 -1.642 1.308
Br -0.098 -0.054 -0.373
Br 0.182 -3.203 0.115
H 0.080 -1.276 1.771

LUMO level = -0.0186 Ha
HOMO-LUMO gap = 9.33 eV
Spin multiplicity = 1
Relative energy (zero: lowest compared OMol25 entry of this formula, charge and spin) = 57.7 kJ/mol

How is the electron density shared among the atoms? According to natural (NBO), the charges in e are:
1 O -0.5718
2 C 0.7890
3 O -0.4861
4 C -0.0642
5 C -0.4477
6 C -0.5244
7 H 0.1868
8 H 0.1813
9 H 0.2294
10 H 0.2162
11 H 0.2381
12 H 0.2454
13 O -0.5767
14 C 0.8053
15 O -0.4972
16 C -0.0673
17 C -0.4389
18 C -0.5299
19 H 0.1858
20 H 0.1980
21 H 0.2109
22 H 0.2210
23 H 0.2441
24 H 0.2469
25 C -0.3931
26 Cl -0.0384
27 Cl -0.0219
28 H 0.2229
29 H 0.2289
30 C -0.3949
31 Cl -0.0204
32 Cl -0.0361
33 H 0.2228
34 H 0.2243
35 C -0.4594
36 Br 0.0790
37 Br 0.0698
38 Br 0.0820
39 H 0.2404

***

[5]
Here is an isolated molecule of C11H11BF2N2 at a distorted geometry from the OMol25 dataset. Energies are from ωB97M-V/def2-TZVPD.

Positions of all 27 atoms, in Å:
F 2.563 -0.080 -1.212
F 0.975 -1.611 -1.733
C 0.669 -2.033 2.652
C 1.819 -2.681 2.385
C -0.497 -0.152 1.484
C -1.231 1.887 -1.300
C -0.544 0.595 0.309
C 0.427 -1.133 1.592
C -1.600 1.470 -0.055
C -0.094 1.244 -1.775
C 2.387 -2.174 1.139
N 0.341 0.470 -0.771
N 1.508 -1.220 0.683
B 1.410 -0.633 -0.777
C -2.762 1.995 0.789
C 0.374 0.976 -3.196
H 0.067 -2.083 3.519
H 2.066 -3.578 2.879
H -1.264 -0.020 2.203
H -2.011 2.424 -1.846
H 3.247 -2.690 0.642
H -3.725 2.139 0.205
H -2.505 2.942 1.268
H -3.037 1.318 1.561
H -0.450 0.525 -3.761
H 0.695 1.872 -3.707
H 1.173 0.231 -3.179

LUMO level = -0.0447 Ha
HOMO-LUMO gap = 6.66 eV
Spin multiplicity = 1
Relative energy (zero: lowest compared OMol25 entry of this formula, charge and spin) = 78.7 kJ/mol

How is the electron density shared among the atoms? According to Mulliken, the charges in e are:
1 F -0.2759
2 F -0.3223
3 C -0.6356
4 C -0.7053
5 C -0.6291
6 C -0.8283
7 C 0.2120
8 C 0.1146
9 C 0.9513
10 C 0.6479
11 C -0.2403
12 N 0.1024
13 N 0.0086
14 B 0.3417
15 C -1.4630
16 C -1.2636
17 H 0.4752
18 H 0.4142
19 H 0.3876
20 H 0.3682
21 H 0.3766
22 H 0.3467
23 H 0.2847
24 H 0.3784
25 H 0.2784
26 H 0.3649
27 H 0.3102

***

Number 1: E_tot -1476824.2453 eV. Number 2: E_tot -11913.3148 eV. Number 3: E_tot -100729.5155 eV. Number 4: E_tot -280089.2637 eV. Number 5: E_tot -20680.8813 eV.